Formula: CH3ClNO
Source: the OMol25 dataset
Level of theory: wB97M-V/def2-TZVPD

```
7
Properties=species:S:1:pos:R:3:lowdin_charge:R:1
C 0.60 0.36 0.18 -0.334
N 0.34 -0.72 -0.77 -0.032
O 0.91 -0.96 0.51 -0.153
Cl -2.52 0.25 0.09 -0.574
H -0.18 0.91 0.85 0.056
H 1.49 1.03 -0.18 0.107
H -0.64 -0.88 -0.67 -0.070
```

Summary:
charge: -1
ΔE to the lowest compared entry with this formula, charge and spin: 359.6 kJ/mol
E_HOMO: -4.05 eV

Formula: CH3ClO2PS
Source: the OMol25 dataset
Level of theory: wB97M-V/def2-TZVPD

```
9
Properties=species:S:1:pos:R:3:lowdin_charge:R:1
C 0.01 0.33 -0.33 -0.522
O 2.63 -1.11 1.35 -0.444
O 2.45 -1.17 -1.25 -0.438
P 2.66 -0.49 0.03 -0.265
S 1.48 1.34 0.14 0.463
Cl 4.53 0.42 -0.06 0.159
H -0.76 0.90 -0.90 0.007
H -0.68 0.18 0.62 0.053
H 0.55 -0.52 -0.83 -0.013
```

Summary:
SMILES: CS[P@@](=O)([O-])Cl
charge: -1
ΔE to the lowest compared entry with this formula, charge and spin: 32.7 kJ/mol
E_HOMO: -4.70 eV

Formula: CH3ClO3S
Source: the OMol25 dataset
Level of theory: wB97M-V/def2-TZVPD

```
9
Properties=species:S:1:pos:R:3:lowdin_charge:R:1
C 0.44 -1.22 1.20 -0.125
O -1.06 1.27 -0.18 -0.286
O -0.20 -0.68 -1.39 -0.459
O 0.75 -0.05 1.15 -0.187
S 0.26 0.58 -0.89 0.573
Cl 0.38 1.74 -2.64 0.190
H -0.75 -1.27 1.03 0.130
H 1.03 -2.20 1.22 0.120
H -0.85 1.86 0.51 0.045
```

Summary:
ΔE to the lowest compared entry with this formula, charge and spin: 128.5 kJ/mol
E_HOMO: -10.12 eV

Formula: CH3ClOS2
Source: the OMol25 dataset
Level of theory: wB97M-V/def2-TZVPD

```
8
Properties=species:S:1:pos:R:3:lowdin_charge:R:1
C -0.30 -0.65 0.93 -0.410
O 1.61 0.10 -0.89 -0.577
S -1.17 -0.33 -0.67 0.519
S 0.50 0.43 -1.69 0.528
Cl -0.03 2.95 -1.25 -0.200
H -0.75 0.01 1.68 0.040
H 0.79 -0.79 0.61 0.034
H -0.65 -1.71 1.27 0.067
```

Summary:
ΔE to the lowest compared entry with this formula, charge and spin: 135.5 kJ/mol
E_HOMO: -9.78 eV

Formula: CH3ClS
Source: the OMol25 dataset
Level of theory: wB97M-V/def2-TZVPD

```
6
Properties=species:S:1:pos:R:3:lowdin_charge:R:1
C -0.45 0.65 -1.09 -0.487
H 0.23 -0.07 -0.81 -0.106
H -0.30 0.72 -2.43 0.096
H -0.14 -1.62 2.97 -0.163
S -0.01 2.27 -0.56 0.477
Cl 0.66 -1.94 1.91 0.183
```

Summary:
ΔE to the lowest compared entry with this formula, charge and spin: 265.0 kJ/mol
E_HOMO: -9.02 eV

Formula: CH3Co2FNO6P
Source: the OMol25 dataset
Level of theory: wB97M-V/def2-TZVPD

```
15
Properties=species:S:1:pos:R:3:mulliken_spin:R:1
Co 1.15 -2.74 0.39 2.670
Co -0.62 -0.66 -1.17 2.714
P 1.72 -1.32 -2.02 -0.019
O 2.05 -2.23 -3.17 0.036
O 0.42 -2.20 -1.61 0.261
O 0.90 0.01 -2.15 0.111
O 2.38 -1.60 -0.63 0.150
F -0.15 -1.20 0.72 0.065
C -0.67 1.88 1.80 0.002
N -1.74 1.53 0.84 0.000
O -2.87 1.60 1.21 0.005
O -1.38 1.13 -0.26 0.007
H -0.15 2.71 1.34 0.000
H 0.01 1.04 1.91 0.000
H -1.04 2.06 2.81 0.000
```

Summary:
ΔE to the lowest compared entry with this formula, charge and spin: 123.3 kJ/mol
E_HOMO (alpha / beta): -8.40 / -8.49 eV
spin multiplicity: 7